Record 1
# C24H26BrClInN4O7

C24H26BrClInN4O7 as an isolated structure at a distorted geometry (ωB97M-V/def2-TZVPD, the Open Molecules 2025 dataset).

Structure (XYZ):
```
64
Properties=species:S:1:pos:R:3:forces:R:3:lowdin_charge:R:1
C -2.013 -1.926 -1.962 0.677 0.139 0.652 -0.10
C -2.644 -0.912 -0.927 -0.214 0.898 -1.012 -0.28
C -4.217 -0.919 -0.848 0.152 -0.286 1.073 -0.26
C -4.894 -2.339 -0.699 -0.458 0.300 -0.593 -0.40
C -5.414 -2.937 -2.090 -0.425 0.783 0.713 -0.15
In -3.707 -3.819 0.503 -0.951 0.815 0.573 0.31
Cl -2.450 -2.712 2.349 -0.207 -0.441 -0.589 -0.08
Br -5.366 -5.571 1.580 0.595 0.499 -0.292 -0.08
O -2.374 -4.971 -0.668 -0.980 -1.491 -1.669 -0.24
C -3.099 -5.724 -1.469 1.473 1.920 2.693 -0.55
N -3.882 -6.371 -2.012 -0.347 -0.694 -1.089 0.10
H -1.415 -2.675 -1.375 -0.603 0.383 -0.838 0.05
H -2.745 -2.453 -2.613 0.497 0.341 0.621 0.06
H -1.283 -1.390 -2.626 -0.647 -0.463 0.528 0.07
H -2.175 -1.010 0.087 -0.625 -0.192 -0.904 0.05
H -2.350 0.117 -1.274 -0.317 -0.889 0.450 0.08
H -4.486 -0.346 0.087 0.281 -0.404 -0.874 0.10
H -4.676 -0.335 -1.692 0.430 -0.644 0.456 0.11
H -5.835 -2.175 -0.101 0.995 -0.347 -0.313 0.07
H -4.807 -2.581 -2.959 -0.289 -0.624 0.739 0.06
H -6.435 -2.477 -2.239 0.839 -0.598 -0.068 0.07
H -5.520 -4.047 -2.051 0.153 0.906 -0.319 0.05
C 1.337 0.469 4.429 -0.037 -0.002 -0.073 -0.07
C 1.542 1.814 4.137 -0.065 -0.166 -0.054 -0.07
C 1.062 2.346 2.950 0.064 0.326 0.036 -0.01
C 0.375 1.523 2.067 0.188 -0.254 0.536 -0.13
C 0.173 0.181 2.346 -0.200 -0.181 -0.171 -0.01
C 0.657 -0.347 3.534 0.091 0.132 0.183 -0.06
N -0.157 2.086 0.822 -0.091 0.032 -0.215 -0.34
O 0.054 3.268 0.595 -0.021 -0.190 0.012 0.06
O -0.782 1.345 0.086 0.276 0.330 0.198 0.07
H 1.708 0.056 5.361 -0.018 0.017 -0.055 0.10
H 2.074 2.447 4.837 -0.032 0.014 -0.084 0.10
H 1.226 3.393 2.732 -0.087 -0.134 -0.120 0.09
H -0.358 -0.465 1.658 -0.003 0.136 0.001 0.09
H 0.501 -1.394 3.762 -0.042 0.044 -0.134 0.11
C 2.895 7.962 -1.866 0.004 0.000 -0.017 -0.08
C 2.594 8.779 -0.783 0.038 -0.169 -0.051 -0.07
C 2.477 8.234 0.487 -0.036 0.201 0.102 -0.01
C 2.668 6.870 0.660 0.055 0.233 -0.549 -0.14
C 2.961 6.045 -0.415 0.062 -0.246 -0.054 0.01
C 3.074 6.596 -1.683 -0.024 0.184 0.081 -0.06
N 2.569 6.293 2.005 -0.070 -0.139 0.311 -0.34
O 2.291 7.041 2.925 0.055 -0.119 -0.211 0.08
O 2.775 5.100 2.122 0.018 0.258 -0.023 0.07
H 2.991 8.391 -2.857 -0.020 -0.028 0.057 0.11
H 2.454 9.843 -0.930 -0.008 -0.062 0.050 0.11
H 2.243 8.878 1.324 0.025 -0.205 0.060 0.12
H 3.104 4.980 -0.282 -0.079 0.095 0.183 0.12
H 3.305 5.962 -2.530 -0.029 -0.004 0.081 0.11
C 3.028 -5.246 -2.569 0.008 -0.015 -0.008 -0.08
C 3.195 -3.869 -2.490 -0.058 -0.151 0.091 -0.07
C 2.742 -3.177 -1.376 0.081 0.201 -0.078 0.00
C 2.129 -3.876 -0.346 0.180 -0.283 -0.489 -0.14
C 1.951 -5.249 -0.418 -0.080 -0.198 0.133 0.01
C 2.403 -5.935 -1.537 0.088 0.171 -0.066 -0.06
N 1.671 -3.152 0.844 -0.261 0.142 0.348 -0.33
O 1.823 -1.941 0.867 0.072 -0.250 -0.112 0.07
O 1.167 -3.799 1.740 0.197 0.110 -0.179 0.08
H 3.387 -5.785 -3.438 -0.041 0.034 0.042 0.10
H 3.680 -3.335 -3.298 -0.048 0.008 0.063 0.10
H 2.876 -2.105 -1.323 -0.114 -0.076 0.178 0.12
H 1.467 -5.794 0.382 -0.029 0.223 0.023 0.12
H 2.271 -7.008 -1.603 -0.040 0.070 0.038 0.11
```
Positions in Å, forces in eV/Å.

As for the net charge: -1. The LUMO energy comes out at 0.733 eV.

Record 2
# C9H15N2O2Rh

C9H15N2O2Rh as an isolated structure at a distorted geometry (ωB97M-V/def2-TZVPD, the Open Molecules 2025 dataset).

Structure (XYZ):
```
29
Properties=species:S:1:pos:R:3:forces:R:3:lowdin_charge:R:1
C 0.844 2.928 -0.980 0.277 -0.097 -0.182 -0.05
C 1.342 2.241 -2.024 -0.161 0.401 0.094 -0.08
H 1.492 3.236 -0.146 -0.275 0.124 -0.520 0.08
H -0.187 3.302 -0.949 0.395 -0.382 0.063 0.06
H 0.726 1.871 -2.853 0.168 0.439 0.235 0.07
H 2.426 2.115 -2.148 -0.432 -0.165 0.204 0.08
Rh -0.369 -0.420 0.206 14.878 0.240 7.582 1.51
C -2.213 0.186 0.531 -3.263 1.314 -0.219 -0.14
C -1.719 0.653 -0.745 -3.639 1.561 -2.437 -0.17
C -1.617 -1.666 -0.715 -2.427 -2.021 -2.015 -0.14
C -2.124 -1.242 0.562 -3.286 -1.163 -0.298 -0.16
H -1.621 1.702 -1.042 -0.147 -0.594 0.077 0.13
H -0.950 -0.474 -2.536 -0.229 -0.093 0.557 0.15
H -1.492 -2.700 -1.061 0.115 0.506 0.289 0.16
C -1.352 -0.497 -1.514 -2.550 0.385 -3.155 -0.17
H -2.424 -1.859 1.395 0.058 -0.129 -0.012 0.15
H -2.585 0.808 1.330 0.091 0.126 0.076 0.15
C 1.823 -3.665 2.674 -0.128 -0.170 0.329 0.04
O 2.678 -2.712 1.944 -0.794 1.327 -0.836 0.04
C 2.051 -1.696 1.372 -0.710 -1.029 1.397 -0.50
O 0.912 -1.280 1.765 0.697 -0.421 -1.139 -0.04
N 2.640 -1.139 0.305 0.069 1.032 -0.857 0.09
N 1.879 -0.113 -0.400 1.433 -0.698 0.666 0.02
H 2.506 -4.380 3.121 0.108 0.125 -0.111 0.11
H 1.181 -4.178 1.950 0.137 0.197 0.134 0.11
H 1.237 -3.183 3.463 0.238 0.090 -0.345 0.11
H 3.652 -1.191 0.178 -0.376 -0.144 -0.075 0.19
H 2.232 0.827 -0.167 -0.213 -0.439 0.185 0.10
H 2.061 -0.199 -1.406 -0.034 -0.322 0.314 0.12
```
Positions in Å, forces in eV/Å.

As for the net charge: +2. As for the multiplicity: 5. As for the relative energy (zero: lowest compared OMol25 entry of this formula, charge and spin): 5.5 kcal per mole. Its expectation value of S² is 6.007. The LUMO energy (spin up / spin down) comes out at -6.132 / -11.973 eV.

Record 3
# C42H34ClN7O7STi

C42H34ClN7O7STi as an isolated structure (ωB97M-V/def2-TZVPD, the Open Molecules 2025 dataset).

Structure (XYZ):
```
93
Properties=species:S:1:pos:R:3:forces:R:3:lowdin_charge:R:1
Ti 0.388 0.333 -0.294 0.200 -0.093 -0.053 1.02
O 7.132 -1.594 -1.555 0.099 0.192 -0.014 0.08
N 6.592 -2.253 -0.693 -0.378 -0.227 -0.194 -0.34
O 7.106 -3.221 -0.169 0.042 0.010 0.176 0.06
C 5.197 -1.900 -0.296 0.340 0.119 -0.120 -0.05
C 4.658 -2.709 0.631 -0.295 0.006 0.169 0.07
C 3.321 -2.500 1.122 0.382 -0.038 -0.171 -0.14
C 2.745 -3.274 2.106 -0.163 -0.011 0.102 -0.01
C 1.448 -2.954 2.535 0.198 -0.006 -0.098 -0.05
C 0.783 -1.924 1.917 -0.157 0.034 -0.007 -0.13
N 1.297 -1.181 0.917 -0.066 0.279 -0.081 0.00
C 2.594 -1.428 0.558 -0.006 -0.118 0.000 -0.16
C 3.173 -0.564 -0.380 0.174 -0.068 -0.050 -0.16
N 2.365 0.471 -0.780 -0.204 -0.274 -0.077 -0.03
C 2.881 1.336 -1.694 -0.005 0.099 -0.108 -0.15
C 4.131 1.194 -2.217 0.000 0.036 0.071 -0.04
C 4.972 0.145 -1.813 -0.037 0.021 0.021 0.00
C 4.505 -0.751 -0.874 -0.080 -0.127 0.135 -0.07
H 5.241 -3.530 1.019 0.034 -0.015 0.002 0.13
H 3.291 -4.102 2.541 0.001 0.016 -0.018 0.12
H 0.955 -3.518 3.314 0.007 0.005 -0.006 0.10
H -0.237 -1.691 2.195 -0.036 0.009 0.016 0.11
H 2.220 2.136 -1.991 -0.025 0.021 -0.046 0.11
H 4.475 1.902 -2.959 -0.020 0.003 0.020 0.11
H 5.953 0.055 -2.240 0.014 -0.039 0.017 0.10
C -3.077 -3.632 -7.095 -0.018 -0.017 -0.013 -0.05
C -2.164 -3.010 -6.074 0.011 0.014 0.013 -0.27
C -2.657 -2.137 -5.107 -0.010 -0.018 -0.002 -0.03
C -1.815 -1.571 -4.164 -0.014 0.047 0.021 -0.04
C -0.463 -1.879 -4.183 -0.017 0.003 0.015 -0.28
C 0.050 -2.744 -5.137 0.048 -0.021 0.013 -0.05
C -0.802 -3.302 -6.076 -0.004 -0.012 -0.023 -0.03
S 0.611 -1.135 -2.988 -0.039 -0.064 -0.070 0.60
O 0.528 0.304 -3.120 0.038 0.023 0.049 -0.31
O 1.905 -1.754 -3.156 -0.040 0.027 0.001 -0.29
N -0.076 -1.404 -1.567 -0.009 -0.132 0.035 -0.20
C -0.410 -2.683 -1.145 -0.018 -0.009 0.087 -0.38
C 0.205 -3.856 -1.611 -0.046 -0.059 0.053 0.00
C -0.216 -5.071 -1.111 0.045 0.029 -0.049 -0.06
C -1.222 -5.115 -0.152 -0.009 -0.026 0.010 -0.08
C -1.761 -3.914 0.260 0.008 0.046 -0.004 -0.15
N -1.384 -2.727 -0.218 0.102 0.023 -0.092 0.09
H -4.095 -3.257 -6.997 0.016 0.001 0.003 0.07
H -3.104 -4.717 -6.981 0.003 0.015 -0.004 0.08
H -2.734 -3.419 -8.109 0.003 0.000 0.022 0.08
H -3.714 -1.897 -5.094 0.019 -0.006 -0.002 0.11
H -2.201 -0.888 -3.417 0.017 -0.009 -0.018 0.12
H 1.109 -2.970 -5.132 -0.040 0.013 -0.001 0.11
H -0.402 -3.978 -6.824 -0.009 0.011 0.016 0.12
H 1.014 -3.797 -2.324 0.000 0.029 -0.008 0.10
H 0.252 -5.984 -1.460 -0.017 0.021 0.014 0.11
H -1.574 -6.050 0.264 0.010 0.024 -0.005 0.10
H -2.543 -3.893 1.014 0.008 0.014 -0.018 0.11
N -1.840 0.195 0.138 0.087 -0.001 0.165 0.05
C -2.201 0.671 1.442 -0.039 -0.008 0.097 -0.22
C -3.473 0.656 1.936 -0.040 -0.021 0.016 0.01
C -3.749 1.114 3.244 -0.052 -0.015 -0.024 -0.06
C -2.749 1.576 4.046 0.024 0.011 0.020 -0.03
C -1.418 1.608 3.567 -0.064 0.120 -0.037 -0.14
C -0.329 2.090 4.327 -0.004 0.033 0.087 0.01
C 0.924 2.088 3.791 0.076 -0.018 -0.032 -0.01
C 1.101 1.587 2.487 0.075 0.120 0.099 -0.08
N 0.113 1.156 1.745 -0.148 -0.063 0.018 0.04
C -1.151 1.165 2.257 -0.078 -0.134 0.057 -0.15
H -2.044 -0.803 0.025 -0.038 -0.105 -0.053 0.07
H -2.311 0.746 -0.575 0.021 0.079 -0.095 0.11
H -4.279 0.289 1.313 0.016 0.001 0.004 0.12
H -4.770 1.091 3.603 0.027 0.004 0.001 0.11
H -2.955 1.927 5.051 0.001 -0.017 -0.036 0.12
H -0.506 2.457 5.332 0.007 -0.004 -0.021 0.12
H 1.783 2.460 4.334 -0.017 -0.001 0.002 0.12
H 2.085 1.541 2.042 0.065 0.004 -0.029 0.12
C 3.995 3.306 0.755 0.023 -0.007 -0.015 -0.02
C 3.314 4.198 1.751 0.000 0.000 0.027 -0.20
C 3.989 4.679 2.860 -0.001 -0.006 -0.005 -0.07
C 3.364 5.535 3.757 0.048 -0.003 0.021 -0.68
Cl 4.244 6.107 5.147 -0.008 -0.002 -0.004 0.65
C 2.067 5.945 3.547 -0.058 0.014 -0.016 -0.11
C 1.369 5.469 2.441 0.042 -0.027 -0.016 -0.01
C 1.976 4.580 1.562 -0.066 -0.052 -0.030 -0.24
O 1.359 3.992 0.496 0.000 0.045 -0.023 -0.03
C -0.005 4.273 0.236 0.025 -0.046 0.007 -0.07
C -0.714 3.099 -0.436 -0.218 0.049 -0.007 -0.57
O -1.932 3.133 -0.497 0.184 0.034 0.008 0.07
O 0.023 2.137 -0.879 0.166 0.165 -0.061 -0.14
H 4.985 3.018 1.107 -0.005 0.008 -0.007 0.09
H 4.107 3.814 -0.206 -0.009 0.005 0.020 0.10
H 3.420 2.405 0.544 -0.006 0.033 0.079 0.05
H 5.018 4.388 3.028 -0.017 0.005 -0.004 0.11
H 1.594 6.634 4.235 0.015 -0.016 -0.018 0.11
H 0.359 5.814 2.287 -0.052 -0.006 -0.033 0.11
H -0.569 4.458 1.148 0.011 0.003 0.121 0.12
H -0.092 5.156 -0.402 -0.050 0.020 -0.015 0.15
```
Positions in Å, forces in eV/Å.

As for the net charge: 0. The LUMO energy (spin up / spin down) comes out at -0.664 / -0.646 eV.

Record 4
# C3H3LiO3Sn

C3H3LiO3Sn as an isolated structure at a distorted geometry (ωB97M-V/def2-TZVPD, the Open Molecules 2025 dataset).

Structure (XYZ):
```
11
Properties=species:S:1:pos:R:3:forces:R:3:lowdin_charge:R:1
O 0.003 0.766 0.749 -2.232 1.207 1.417 -0.25
Li -2.078 -0.033 1.708 0.055 0.053 0.008 0.89
C -0.122 1.090 -0.610 0.449 -1.515 -0.726 -0.13
C -0.228 -0.597 0.301 -0.456 -2.788 0.894 -0.44
O -1.322 0.655 -1.037 -0.265 0.641 -1.271 0.00
C -1.111 -0.801 -0.898 -0.578 1.163 -0.232 -0.06
H -2.072 -1.322 -0.834 -0.032 0.291 0.778 0.14
H -0.676 -1.288 -1.777 0.596 0.748 -0.060 0.16
H 0.995 -1.930 1.111 0.222 -0.314 0.211 0.17
Sn 2.091 0.359 0.111 3.326 2.874 -1.340 1.71
O 1.007 -1.292 0.386 -1.085 -2.360 0.320 -0.18
```
Positions in Å, forces in eV/Å.

As for the net charge: +2. As for the relative energy (zero: lowest compared OMol25 entry of this formula, charge and spin): 50.3 kcal per mole. The LUMO energy (spin up / spin down) comes out at -9.894 / -9.894 eV.

Record 5
# C2H16MnO7

C2H16MnO7 as an isolated structure at a distorted geometry (ωB97M-V/def2-TZVPD, the Open Molecules 2025 dataset).

Structure (XYZ):
```
26
Properties=species:S:1:pos:R:3:forces:R:3:lowdin_charge:R:1
Mn -0.334 -6.704 -20.425 0.450 0.974 -0.121 0.87
O -1.647 -7.646 -19.158 -0.507 -0.302 0.596 -0.02
H -1.980 -7.071 -18.468 -0.056 0.246 0.643 0.10
H -2.325 -8.314 -19.261 -0.211 -0.510 -0.126 0.11
O 0.798 -5.744 -21.995 -0.063 0.088 -0.032 -0.01
H 0.762 -5.916 -22.936 -0.096 -0.067 -0.476 0.10
H 1.676 -5.390 -21.849 0.430 0.256 0.145 0.10
O -0.596 -8.338 -21.703 -0.091 -0.493 -0.317 -0.02
H -0.526 -9.258 -21.447 0.018 -0.499 0.165 0.10
H -0.733 -8.362 -22.650 -0.116 0.081 -0.502 0.11
O 1.344 -7.650 -19.642 0.461 -0.073 0.198 -0.01
H 2.019 -7.229 -19.109 0.282 0.258 0.384 0.11
H 1.657 -8.547 -19.760 0.077 -0.474 -0.123 0.11
O -0.148 -4.947 -19.113 0.617 -1.173 -0.073 -0.02
H 0.512 -4.346 -18.767 0.374 0.101 0.196 0.10
H -0.934 -4.410 -19.210 -0.867 1.099 -0.016 0.01
C -2.234 -4.416 -21.556 -0.457 1.946 -1.624 -0.21
C -2.918 -3.386 -20.658 1.437 -0.636 -0.327 -0.15
O -2.013 -3.093 -19.572 -0.846 -0.086 -0.314 -0.07
O -2.105 -5.734 -21.088 -0.313 -0.165 0.459 -0.11
H -1.259 -4.036 -21.861 0.213 -0.200 0.479 0.13
H -2.776 -4.425 -22.501 -0.324 -0.186 -0.056 0.14
H -3.898 -3.722 -20.319 -0.039 0.164 0.171 0.14
H -2.979 -2.499 -21.288 -0.475 -0.010 0.028 0.14
H -2.045 -2.138 -19.479 0.257 0.127 0.545 0.12
H -2.999 -6.047 -20.935 -0.153 -0.464 0.101 0.13
```
Positions in Å, forces in eV/Å.

As for the net charge: +2. As for the multiplicity: 6. As for the relative energy (zero: lowest compared OMol25 entry of this formula, charge and spin): 12.1 kcal per mole. Its expectation value of S² is 8.752. The LUMO energy (spin up / spin down) comes out at -6.549 / -6.542 eV.

Record 6
# C4H4N2O2

A single C4H4N2O2 molecule at a distorted geometry (ωB97M-V/def2-TZVPD, the Open Molecules 2025 dataset).

Structure (XYZ):
```
12
Properties=species:S:1:pos:R:3:forces:R:3:lowdin_charge:R:1
C 0.079 -0.142 0.539 0.717 0.425 -1.207 -0.40
C -0.789 -0.681 -0.559 -0.595 -0.011 1.136 -0.37
C -0.579 -0.322 -1.912 0.820 1.512 -2.250 -0.03
C -0.383 0.309 -2.935 0.077 -0.273 -0.393 0.16
H -0.135 0.054 2.601 -0.909 -0.661 -2.361 0.15
H -1.567 -0.483 1.702 0.417 -0.150 -0.290 0.10
H 2.758 0.958 1.185 0.590 0.216 -0.221 0.08
H -0.193 0.827 -3.914 -0.390 -0.939 1.760 0.07
N -0.582 -0.263 1.679 1.201 1.150 4.714 0.14
N 1.255 0.330 0.284 -0.602 -0.608 0.091 0.05
O 1.896 0.694 1.481 -0.855 -0.150 0.211 -0.06
O -1.760 -1.282 -0.151 -0.472 -0.509 -1.190 0.09
```
Positions in Å, forces in eV/Å.

As for the net charge: 0. As for the relative energy (zero: lowest compared OMol25 entry of this formula, charge and spin): 105.9 kcal per mole. The LUMO energy comes out at -0.313 eV. Its SMILES is C#CC(=O)/C(N)=N/O.

Calculated total energy, record by record: -133337.5345; -19634.4111; -115344.0990; -15314.5433; -47973.2780; -11283.9479 eV